ORCA calculation (ωB97M-V/def2-TZVPD) on a molecular structure, C21H32CrN5O2SSi2.

The geometry in XYZ format:
```
64
Properties=species:S:1:pos:R:3:forces:R:3
H 2.688001 -2.254228 0.431514 0.04 0.04 0.02
H 3.115903 -0.634536 3.974518 -0.02 -0.01 0.00
C 0.358238 1.088583 -3.045475 0.04 0.02 -0.11
N 0.027281 1.072054 -4.391785 0.12 -0.13 -0.04
H 3.005346 1.277778 2.528154 -0.03 0.04 -0.02
C -2.072828 1.985338 3.760585 -0.07 0.15 0.02
H -0.924044 0.822181 -4.626035 -0.04 0.02 0.05
C 1.018940 -2.824857 5.473953 0.02 0.06 -0.06
H 0.921833 -3.405882 6.384660 0.00 0.00 0.00
H -2.907238 2.963114 -1.860311 0.03 0.03 0.00
C -2.839326 -2.341368 2.771908 -0.25 -0.01 0.02
C 2.129376 -2.006507 5.280348 -0.06 -0.02 -0.04
H -2.134310 1.855211 4.830943 -0.02 0.01 0.00
H 2.901352 -1.947781 6.039970 -0.01 0.00 0.00
H 3.765707 -1.195748 1.351477 -0.02 -0.02 -0.05
O -3.379492 0.041958 -2.601549 0.03 0.08 -0.12
O -2.674074 -0.344456 -0.513033 -0.16 -0.22 -0.22
H -3.157265 3.864183 3.663224 0.01 0.00 0.01
H 2.264881 1.956186 1.064283 -0.01 -0.04 0.05
H -2.878167 -2.394030 -3.022271 -0.02 -0.01 -0.01
Si -1.161271 -2.233033 1.912436 0.35 0.10 0.23
C 2.242480 -1.267547 4.111194 -0.09 -0.03 -0.01
N -0.667455 1.395286 -2.267735 -0.09 0.27 0.14
H -0.524043 -2.894613 -2.878624 0.02 -0.06 0.02
C -1.487941 2.358684 -0.373904 0.10 0.14 0.12
H 0.105286 -4.132358 0.833046 -0.05 -0.03 0.05
H 1.339405 1.892653 2.570312 0.05 -0.02 -0.02
H -1.559867 1.577939 -2.712309 -0.14 -0.22 0.07
N -0.086536 -1.710185 -1.171669 0.18 0.15 -0.16
C -1.785371 2.256414 1.001021 0.02 -0.05 0.04
H -3.069930 -1.427856 3.326555 0.01 -0.03 -0.01
C -2.624769 3.105786 3.101408 -0.01 -0.04 0.12
N -0.648688 1.438793 -0.884448 0.08 -0.08 0.14
H 3.208820 -0.709210 -0.265902 0.00 -0.03 0.06
Cr -0.777984 -0.362770 0.360814 -0.31 0.07 -0.80
H -1.624536 -4.252281 0.449767 0.04 0.01 0.05
H -3.630307 -2.475522 2.026620 0.03 0.00 0.05
H -2.916558 4.097763 1.258950 0.03 0.02 -0.02
C -2.879774 -0.680899 -1.729619 0.10 0.25 0.41
C -0.874646 -1.980050 -2.394689 0.07 0.02 0.04
H -1.027421 -4.715606 2.053534 0.02 -0.01 -0.07
C 2.912790 -1.206227 0.663048 0.10 -0.10 -0.19
H 0.723744 0.597650 -4.944904 -0.02 0.07 0.01
H -1.056026 0.134874 3.431523 -0.01 0.00 0.00
H -1.373569 3.862735 -1.902685 0.00 -0.05 -0.04
C -2.114935 3.405466 -1.243147 -0.02 0.00 -0.06
H -0.684532 -1.162016 -3.089481 -0.01 -0.08 -0.02
H 0.145153 -2.582041 -0.707348 -0.06 0.03 0.05
H -2.573075 4.199514 -0.663149 0.00 0.00 0.04
C 0.038355 -2.889032 4.494044 0.06 0.09 -0.06
C -1.469668 1.030166 2.983056 0.04 -0.05 -0.16
C -0.905430 -3.995289 1.236927 0.00 -0.15 -0.16
H -2.564864 -2.764548 -1.305760 0.03 -0.02 -0.04
C 0.136851 -2.142913 3.309492 0.04 -0.12 0.18
N -1.348329 1.118721 1.653614 -0.09 0.20 0.13
H -2.876846 -3.186601 3.468144 -0.04 0.03 -0.01
Si 1.424797 -0.346647 1.466311 -0.11 -0.24 0.26
S 1.922370 0.757443 -2.540724 -0.03 -0.02 0.02
C -2.489354 3.238313 1.752414 0.00 0.01 -0.02
C 2.071412 1.355476 1.959692 0.07 0.24 -0.03
C -2.368889 -2.059895 -2.118467 -0.06 -0.18 0.01
H -0.824131 -3.530669 4.656908 0.01 0.01 -0.01
H 0.799196 -1.274710 -1.442298 -0.01 -0.04 0.01
C 1.258670 -1.316651 3.112457 0.10 -0.03 0.16
```
Forces are in eV/Å.

- total energy (eV) = -88858.289
- <S²> = 6.118
- 2S+1 = 5
- energy above the lowest of the compared OMol25 structures with the same formula, charge and spin (kJ/mol) = 16.4
- HOMO-LUMO gap (alpha / beta) (eV) = 5.5 / 6.6
- net charge = -1
- largest force on an atom (eV Å⁻¹) = 0.86